Formula: C5H6O
Source: the OMol25 dataset
Level of theory: the ωB97M-V functional and the def2-TZVPD basis

Calculated values
E: -7324.624 eV
charge: 0
LUMO energy: 1.16 eV
HOMO energy: -8.81 eV

Last column: natural (NBO) charge in e.
Cartesian coordinates (Å):
H (0.643, 1.969, -0.065)  0.2289
C (0.373, 0.918, -0.055)  -0.2879
H (2.158, -0.469, -0.223)  0.2005
C (-0.411, 0.236, 1.025)  -0.3155
C (-1.042, 0.423, -0.319)  0.0801
H (-0.639, 0.595, 2.020)  0.2322
H (-0.511, -2.003, 0.917)  0.2269
O (-0.918, -0.910, -0.751)  -0.5342
H (1.115, -0.308, -1.665)  0.2147
C (1.157, -0.282, -0.549)  -0.3308
H (-1.880, 0.951, -0.741)  0.2095
C (-0.046, -1.121, 0.404)  0.0755

Formula: C3H9N3
Source: the OMol25 dataset
Level of theory: the ωB97M-V functional and the def2-TZVPD basis

Calculated values
E: -7726.221 eV
charge: 0
SMILES: CNC#N.CN
LUMO energy: 0.60 eV
HOMO energy: -9.33 eV

Last column: natural (NBO) charge in e.
Cartesian coordinates (Å):
H (-0.403, -1.135, 0.840)  0.4090
C (1.564, -1.026, 0.714)  0.4048
N (2.585, -1.380, 0.327)  -0.3827
H (0.244, -0.491, 3.218)  0.1914
H (-0.647, 0.758, 2.314)  0.2091
N (0.391, -0.562, 1.095)  -0.6521
H (-1.718, 0.122, -0.890)  0.1737
C (0.271, 0.170, 2.342)  -0.3978
H (1.122, 0.845, 2.439)  0.2174
H (-1.837, 1.216, -2.269)  0.1925
H (-0.547, 1.433, -1.073)  0.1658
H (0.132, 0.276, -3.157)  0.3536
H (0.343, -0.690, -1.855)  0.3534
N (-0.361, -0.230, -2.426)  -0.8337
C (-1.139, 0.693, -1.618)  -0.4044

Formula: CH5ClP2
Source: the OMol25 dataset
Level of theory: the ωB97M-V functional and the def2-TZVPD basis

Calculated values
E: -32214.689 eV
charge: 0
LUMO energy: -0.67 eV
HOMO energy: -8.31 eV

Last column: natural (NBO) charge in e.
Cartesian coordinates (Å):
P (-1.305, -1.217, -0.504)  0.1593
C (0.520, 0.630, -0.334)  -0.6472
H (0.740, 0.268, 2.005)  -0.0241
H (-1.167, 1.056, 1.250)  -0.0033
H (-0.294, -1.998, -0.155)  -0.0457
H (-0.887, -1.441, -1.866)  -0.0210
Cl (2.069, -0.064, -0.619)  0.0279
H (0.059, 1.369, -1.066)  0.2260
P (0.266, 1.397, 1.290)  0.3281

Going through the records in order, we get ΔE to the lowest compared entry with this formula, charge and spin values of 4.6604, 1.3526, 1.9345 eV.
Going through the records in order, we get Kohn-Sham gap values of 9.97, 9.93, 7.64 eV.